Entry 1:
DFT (the ωB97M-V functional and the def2-TZVPD basis) results for 2 unconnected molecules or ions with the total composition C5H3N.

Geometry as XYZ:
```
9
Properties=species:S:1:pos:R:3:forces:R:3
C 0.54442 1.80598 0.70551 0.5673 -1.1560 -0.1543
C 1.03089 0.73805 0.44029 -0.4466 1.4245 0.3032
C -0.91687 -1.01484 -0.88317 -0.9274 -0.1021 0.0147
C -1.80048 -0.66572 -0.15892 0.3197 -0.1445 -0.2432
C 1.62058 -0.45018 0.11177 0.6338 -0.4151 0.1249
N 2.17552 -1.42733 -0.13138 0.0001 -0.1025 -0.0916
H 0.09525 2.71452 0.97893 -0.2308 0.5409 0.0882
H -0.20119 -1.36436 -1.56439 0.4669 -0.1963 -0.3735
H -2.54813 -0.33614 0.50137 -0.3830 0.1512 0.3316
```
Positions in Å, forces in eV/Å.

Summary:
F_max, Eh/bohr: 0.030
Highest occupied orbital energy, eV: -10.54
SMILES string: C#CC#N.C#C
DFT total energy, hartree: -246.90463
Energy above the lowest of the compared OMol25 structures with the same formula, charge and spin, kcal/mol: 48.6
HOMO-LUMO gap, eV: 11.00

Entry 2:
DFT (the ωB97M-V functional and the def2-TZVPD basis) results for a gas-phase ion, C6H8ClN4O (charge +1).

Geometry as XYZ:
```
20
Properties=species:S:1:pos:R:3:forces:R:3
C -0.87088 -1.16950 0.25827 -0.0557 1.3966 -1.3431
C 2.65697 1.63542 -0.13718 -4.5422 -0.5378 0.7934
C -1.46245 0.00426 0.02223 -0.1458 1.4137 0.7747
C 0.54633 1.19515 -0.03776 2.5166 -1.1347 0.1738
C 0.59241 -1.41687 0.24965 0.4702 1.0355 0.9234
C -2.96000 0.08622 0.03855 1.1283 2.3028 0.2662
N 1.42832 2.16513 -0.22224 0.3479 1.3171 -0.2487
N 2.49960 0.35912 0.14297 3.5029 -1.9112 -0.1634
N 1.21300 0.00567 0.18482 -2.0941 0.4007 -0.2353
N -0.76817 1.23617 -0.00439 -1.1532 -0.8971 -0.3806
O 1.11001 -2.15473 -0.79391 -0.2311 -0.1702 0.5853
Cl 3.86960 -0.72558 0.13965 -1.4921 0.5008 0.1769
H -1.61207 -1.92198 0.30005 0.2250 -1.4365 0.2292
H 3.52551 2.16419 -0.01204 2.1276 0.9825 -0.3224
H 0.82833 -1.73865 1.28851 0.7289 -0.6942 -1.1456
H -3.42293 0.58532 -0.81571 0.2320 0.0715 0.1344
H -3.29192 0.51764 0.99125 -0.0758 0.0599 -0.3147
H -3.17295 -0.90457 0.02727 -1.7043 -2.7914 -0.0554
H -1.27399 2.10602 -0.03019 0.1417 0.1306 -0.1520
H 0.56529 -2.02845 -1.58981 0.0729 -0.0386 0.3039
```
Positions in Å, forces in eV/Å.

Summary:
F_max, Eh/bohr: 0.090
Highest occupied orbital energy, eV: -13.23
SMILES string: CC1=C[C@@H](O)N2C(=[NH+]1)N=CN2Cl
Charge: +1
DFT total energy, hartree: -987.56351
Energy above the lowest of the compared OMol25 structures with the same formula, charge and spin, kcal/mol: 0.0
HOMO-LUMO gap, eV: 9.03

Entry 3:
DFT (the ωB97M-V functional and the def2-TZVPD basis) results for a gas-phase ion, C4H8NO2 (charge -1).

Geometry as XYZ:
```
15
Properties=species:S:1:pos:R:3:forces:R:3
C 1.17140 0.80164 0.95098 -0.5698 0.8574 -0.2475
O 1.34389 1.47560 -0.28077 0.9064 -0.3057 0.4762
C 0.36659 -0.48017 0.95230 0.0866 -1.3921 -0.6318
C -1.02131 -0.45779 0.32778 -0.7534 1.2413 -0.3769
C -1.03317 -0.55237 -1.21730 -0.5932 0.2630 0.3546
N -0.57084 0.48840 -1.88339 0.9939 -0.4109 -0.0400
O -1.53349 -1.60037 -1.68288 0.1446 -0.5080 -0.1398
H 2.15420 0.61712 1.38130 0.1870 -0.1109 0.2898
H 0.63447 1.52110 1.57705 0.0838 0.0057 0.4668
H 0.93317 -1.27387 0.44514 0.1141 0.0959 -0.1009
H 0.26848 -0.86386 1.96475 0.1463 0.2652 0.4672
H -1.71876 -1.23490 0.62944 0.4785 -0.4353 0.4217
H -1.51415 0.47288 0.66186 0.1315 0.0165 -0.3167
H -0.41495 0.13419 -2.82600 -0.4273 0.2452 -0.2973
H 0.93445 0.95241 -1.00027 -0.9290 0.1728 -0.3255
```
Positions in Å, forces in eV/Å.

Summary:
F_max, Eh/bohr: 0.030
Highest occupied orbital energy, eV: -3.68
SMILES string: [H]/N=C(\[O-])CCCO
Charge: -1
DFT total energy, hartree: -362.48465
Energy above the lowest of the compared OMol25 structures with the same formula, charge and spin, kcal/mol: 24.8
HOMO-LUMO gap, eV: 7.81